A structure of composition C44H46N4O6S2SiZr, computed with ωB97M-V with the def2-TZVPD basis set.

Each line ends with the Löwdin charge.
Geometry (Å):
Zr1 0.230558 0.187447 0.561924  1.7132
C1 -0.499690 -2.721119 -2.034133  -0.0767
O1 -0.069215 -1.384668 -2.159397  -0.1385
C2 -0.352308 -0.735852 -3.342815  -0.1972
C3 -0.646492 -1.429826 -4.502591  -0.0570
C4 -1.098992 -0.767187 -5.642842  -0.1426
C5 -1.281596 0.605539 -5.580823  -0.1356
C6 -0.957302 1.312607 -4.434433  -0.0259
C7 -0.407973 0.683929 -3.302843  -0.1516
N1 -0.033733 1.394709 -2.200375  -0.1261
N2 -0.618834 2.670242 -2.026412  0.0475
C8 -1.500088 2.750661 -1.027214  -0.2147
C9 -1.994718 1.760361 -0.126573  -0.3435
O2 -1.580909 0.431823 -0.174381  -0.3280
C10 -2.949454 2.056758 0.849707  -0.0580
C11 -3.466679 3.313771 1.048131  -0.0925
C12 -3.001074 4.363398 0.223944  -0.2027
C13 -3.467303 5.693669 0.383461  -0.0749
C14 -3.012313 6.717744 -0.402301  -0.1391
C15 -2.052385 6.456089 -1.398460  -0.1296
C16 -1.586812 5.176008 -1.574595  -0.0451
C17 -2.039883 4.098022 -0.785950  -0.0966
H1 -1.504526 -2.847423 -2.448377  0.0984
H2 -0.527187 -2.934765 -0.968145  0.0670
H3 0.187632 -3.414039 -2.532109  0.0928
H4 -0.562519 -2.509227 -4.508497  0.0925
H5 -1.332414 -1.325627 -6.541248  0.0757
H6 -1.675403 1.143235 -6.436875  0.0828
H7 -1.102623 2.381757 -4.370408  0.0962
H8 -3.264540 1.220244 1.464268  0.0992
H9 -4.202325 3.510921 1.818975  0.0827
H10 -4.202335 5.884256 1.159960  0.0931
H11 -3.385728 7.725980 -0.253114  0.0784
H12 -1.676400 7.262287 -2.018937  0.0770
H13 -0.845987 4.948593 -2.329300  0.0899
C18 2.821489 4.592633 5.968827  -0.2025
Si1 1.826660 4.203623 4.410342  0.4998
C19 2.332203 5.429535 3.082569  -0.1859
C20 0.007304 4.378493 4.826047  -0.1811
C21 2.231361 2.439477 3.918466  -0.2499
C22 3.063184 1.621318 4.665713  -0.0996
C23 3.323144 0.301892 4.288680  -0.0845
C24 2.714970 -0.167748 3.139725  -0.1327
N3 1.909240 0.590080 2.403824  -0.0659
C25 1.657575 1.868153 2.756141  -0.7362
S1 0.582966 2.663302 1.678352  0.7279
H14 2.616105 5.616859 6.290023  0.0204
H15 3.897014 4.508432 5.794462  0.0248
H16 2.558007 3.927631 6.794924  0.0227
H17 2.403816 6.439136 3.497302  0.0209
H18 1.610018 5.434471 2.266701  0.0123
H19 3.304241 5.165113 2.659781  0.0316
H20 -0.189430 5.361599 5.264212  0.0234
H21 -0.303163 3.617733 5.546192  0.0300
H22 -0.606521 4.262493 3.932613  0.0121
H23 3.528294 2.008752 5.567301  0.0856
H24 3.979429 -0.337094 4.863683  0.0874
H25 2.884287 -1.175988 2.775690  0.1100
C26 -0.564584 -4.401575 7.626217  -0.0638
C27 -0.805720 -3.620755 6.362158  -0.2828
C28 -0.191543 -2.392881 6.148411  -0.0362
C29 -0.397111 -1.684110 4.971581  -0.0459
C30 -1.231832 -2.207593 3.999187  -0.2796
C31 -1.861254 -3.428807 4.196179  -0.0507
C32 -1.645721 -4.127732 5.370394  -0.0467
S2 -1.503625 -1.323575 2.470044  0.5704
O3 -0.869090 -0.004710 2.709173  -0.4330
O4 -2.922889 -1.313713 2.254634  -0.2937
N4 -0.692901 -2.018134 1.308802  -0.2586
C33 0.452940 -2.837068 1.695332  -0.2125
C34 1.678124 -2.546380 0.826787  -0.6653
O5 2.541164 -3.400364 0.685993  0.0235
O6 1.714979 -1.352067 0.346868  -0.1959
H26 -0.025821 -3.803343 8.360879  0.0684
H27 0.027088 -5.297685 7.425852  0.0776
H28 -1.505349 -4.724671 8.075797  0.0736
H29 0.462885 -1.981484 6.908685  0.1079
H30 0.085059 -0.730460 4.797690  0.1096
H31 -2.520400 -3.818356 3.430535  0.1191
H32 -2.136930 -5.082455 5.524539  0.1085
H33 0.239238 -3.907310 1.615532  0.1151
H34 0.795536 -2.661278 2.723399  0.1055
C35 3.468045 1.435739 -0.661406  -0.0559
C36 2.391125 1.872594 -1.668430  -0.4781
C37 2.205236 3.384038 -1.515034  -0.0733
C38 1.116002 1.044894 -1.363193  -0.2700
C39 2.824601 1.515192 -3.091677  -0.1588
C40 3.393485 0.264775 -3.354586  -0.0333
C41 3.722396 -0.125990 -4.641712  -0.0972
C42 3.481975 0.722398 -5.715340  -0.1223
C43 2.910206 1.960502 -5.475461  -0.0987
C44 2.590286 2.350937 -4.180247  -0.0318
H35 3.224359 1.853725 0.317025  0.0590
H36 4.454454 1.804377 -0.961112  0.0858
H37 3.519441 0.351156 -0.554024  0.0649
H38 1.916613 3.607365 -0.488857  0.0308
H39 1.409721 3.766725 -2.148748  0.0486
H40 3.147970 3.901262 -1.733707  0.0834
H41 1.393783 0.030331 -1.671013  0.0702
H42 3.556829 -0.428303 -2.537959  0.1124
H43 4.151062 -1.107770 -4.808396  0.0909
H44 3.718953 0.411296 -6.726151  0.0844
H45 2.689205 2.627386 -6.301252  0.0907
H46 2.120473 3.311694 -4.021562  0.1027

Force components x, y, z for each atom (eV/Å):
Zr 0.21 0.44 0.01
C 0.01 -0.05 0.00
O 0.07 0.02 0.05
C -0.03 -0.03 -0.01
C -0.01 -0.03 0.01
C 0.00 0.04 -0.02
C -0.01 -0.02 -0.01
C 0.02 0.02 0.05
C -0.02 0.00 -0.03
N -0.08 -0.09 0.00
N 0.02 0.02 0.02
C -0.10 0.09 0.07
C -0.02 -0.04 -0.13
O 0.32 -0.08 0.14
C -0.01 0.04 -0.04
C 0.03 0.01 -0.04
C -0.03 -0.03 0.05
C 0.01 0.03 -0.02
C -0.03 -0.01 0.03
C 0.03 0.00 -0.03
C 0.00 0.00 0.01
C 0.02 -0.04 -0.02
H 0.00 0.01 0.02
H 0.00 -0.01 -0.01
H 0.00 0.01 -0.01
H -0.01 0.01 -0.02
H 0.00 -0.01 0.00
H 0.00 -0.01 -0.01
H 0.00 0.00 -0.01
H -0.01 0.01 0.01
H 0.00 -0.01 0.01
H 0.00 0.00 0.00
H 0.00 0.00 0.00
H 0.00 0.00 0.00
H 0.00 0.02 -0.01
C 0.00 -0.02 -0.01
Si -0.10 0.02 -0.08
C 0.02 -0.03 0.06
C 0.07 0.04 0.04
C 0.05 0.02 0.09
C 0.00 0.02 0.00
C -0.03 -0.05 -0.06
C 0.10 0.07 0.05
N -0.18 -0.19 -0.13
C -0.12 -0.08 -0.11
S -0.08 -0.08 0.04
H -0.01 0.01 0.00
H 0.01 0.00 0.00
H 0.00 -0.01 0.00
H -0.02 0.00 0.00
H -0.01 -0.01 -0.01
H 0.01 0.00 0.01
H -0.02 0.00 -0.02
H 0.01 -0.01 0.01
H 0.01 -0.01 -0.02
H 0.00 0.01 0.00
H 0.00 0.00 0.00
H 0.00 -0.01 0.01
C 0.00 0.00 0.02
C 0.00 0.01 -0.03
C 0.00 -0.03 0.02
C 0.00 -0.01 -0.02
C 0.01 0.06 -0.02
C -0.03 -0.02 -0.02
C 0.02 0.01 0.02
S 0.25 -0.06 -0.04
O -0.26 0.08 -0.06
O -0.05 -0.04 0.05
N 0.06 0.24 0.28
C 0.06 -0.23 -0.13
C -0.05 -0.17 -0.02
O 0.00 0.03 0.06
O -0.17 0.14 -0.12
H 0.00 0.00 0.00
H 0.00 0.00 0.00
H 0.00 0.00 0.00
H 0.00 0.00 0.01
H 0.00 0.01 -0.01
H 0.00 0.02 -0.01
H 0.00 0.00 0.00
H -0.03 0.03 0.01
H 0.02 -0.03 -0.01
C 0.00 -0.01 -0.05
C 0.09 0.09 0.00
C 0.02 0.00 0.04
C -0.12 -0.12 0.07
C 0.00 -0.04 0.00
C 0.02 0.02 -0.01
C 0.00 -0.01 0.01
C 0.00 0.00 -0.02
C 0.00 0.01 0.01
C -0.02 -0.01 0.02
H 0.00 -0.02 0.02
H -0.01 0.02 0.01
H 0.00 0.00 0.02
H 0.00 0.01 0.01
H 0.01 0.00 0.01
H 0.01 -0.01 -0.02
H 0.06 0.02 0.03
H 0.00 0.00 0.00
H 0.00 0.00 -0.01
H 0.00 0.00 0.00
H 0.00 -0.01 -0.01
H 0.00 0.00 -0.01

Computed properties:
**Energy**: -3507.87243 a.u.
**Orbital gap**: 4.1 eV
**Highest occupied orbital energy**: -0.41 eV
**Total charge**: -2
**Largest force on an atom**: 0.487 eV Å⁻¹
**LUMO**: 0.1344 hartree
**Relative energy (zero: lowest compared OMol25 entry of this formula, charge and spin)**: 66.03 kcal per mole

A structure of composition C5H11LaMgO4 in a non-equilibrium geometry, computed with ωB97M-V with the def2-TZVPD basis set.

Each line ends with the Mulliken spin population.
Geometry (Å):
O1 0.371350 1.315761 1.509700  -0.1234
C1 0.862612 2.254400 0.599578  -0.0162
C2 0.054581 2.333393 -0.692089  -0.0049
O2 0.115011 1.175732 -1.490385  -0.0002
C3 -0.878850 0.148798 -1.232707  0.0001
C4 -0.260943 -1.188992 -1.521876  -0.0008
O3 0.286202 -1.690171 -0.266139  -0.0035
C5 0.860377 -2.976120 -0.306891  0.0004
Mg1 -0.659791 -0.264419 0.907023  0.0355
H1 1.911267 2.016150 0.335510  0.0036
H2 0.872257 3.268409 1.043412  0.0003
H3 0.454799 3.164916 -1.295509  -0.0001
H4 -0.997680 2.572311 -0.452606  0.0016
H5 -1.731386 0.308828 -1.912664  0.0006
H6 0.570700 -1.166671 -2.249035  -0.0004
H7 -1.021678 -1.909149 -1.865003  0.0001
H8 1.196976 -3.225120 0.705447  0.0002
H9 0.121019 -3.721271 -0.641471  0.0000
H10 1.718674 -2.986873 -0.996174  0.0001
La1 -0.208636 1.396545 4.059235  1.1614
O4 -1.396613 -0.242296 2.708106  -0.0705
H11 -2.240247 -0.584159 3.054538  0.0162

Force components x, y, z for each atom (eV/Å):
O -0.57 -0.38 2.67
C 0.83 0.66 -0.66
C -0.43 0.10 -0.14
O 0.34 0.02 0.09
C -0.32 -0.18 0.24
C -0.12 0.12 -0.78
O -0.14 0.25 0.84
C 0.28 -0.51 -0.16
Mg 0.08 0.42 -1.08
H -0.33 0.03 0.09
H -0.02 -0.17 -0.10
H -0.07 -0.23 0.20
H 0.21 -0.01 -0.02
H 0.22 -0.04 0.26
H -0.21 0.05 0.23
H 0.16 0.18 0.10
H -0.04 0.02 -0.27
H 0.20 0.19 0.08
H -0.22 -0.03 0.22
La -0.07 -0.87 -3.22
O -0.31 0.43 1.85
H 0.52 -0.05 -0.45

Computed properties:
**Energy**: -729.50958 a.u.
**<S²>**: 0.75
**Orbital gap (alpha / beta)**: 5.3 / 5.1 eV
**Highest occupied orbital energy (alpha / beta)**: -9.98 / -9.98 eV
**Total charge**: +1
**Largest force on an atom**: 3.336 eV Å⁻¹
**LUMO (alpha / beta)**: -0.1732 / -0.1792 hartree
**Multiplicity**: 2

A cluster of 2 separate species, CH3NOS in total in a non-equilibrium geometry, computed with ωB97M-V with the def2-TZVPD basis set.

Each line ends with the Löwdin charge.
Geometry (Å):
C1 -0.634423 0.486012 -0.326733  -0.5117
N1 0.589745 1.099690 -0.061827  -0.1898
O1 -0.861951 3.124188 0.094636  -0.5244
S1 -0.673504 1.831597 0.810103  0.8560
H1 -1.057505 0.516098 -1.454652  0.1419
H2 -0.980801 -0.551540 0.070531  0.1011
H3 1.496104 -0.764894 1.074055  0.1269

Force components x, y, z for each atom (eV/Å):
C -2.54 -2.48 -2.81
N 1.07 -1.04 0.31
O -0.27 -0.81 0.93
S -0.25 1.80 -0.66
H 1.08 0.41 2.48
H 0.89 1.81 -0.17
H 0.02 0.30 -0.08

Computed properties:
**Energy**: -567.84062 a.u.
**Orbital gap (alpha / beta)**: 9.4 / 8.1 eV
**Highest occupied orbital energy (alpha / beta)**: -9.94 / -10.03 eV
**Largest force on an atom**: 4.525 eV Å⁻¹
**LUMO (alpha / beta)**: -0.0187 / -0.0722 hartree
**Relative energy (zero: lowest compared OMol25 entry of this formula, charge and spin)**: 163.24 kcal per mole